Entry 1:
This record from OMol25 describes C21H33BeIN7 as an isolated structure. The level of theory is wB97M-V/def2-TZVPD.

```
63
Properties=species:S:1:pos:R:3:forces:R:3
Be -0.068876 0.709869 0.324083 -0.70 0.95 0.02
C -3.414710 -3.357758 0.138935 0.33 0.36 -0.13
N -2.283766 -2.460409 0.383405 1.53 -2.01 1.12
C -1.184723 -3.138262 1.092824 0.22 -0.02 0.18
C -2.096003 -1.226208 -0.062677 -1.93 0.62 0.40
N -0.936053 -0.683499 -0.346081 1.45 0.60 0.48
C 0.093868 -1.421602 -0.953026 0.37 -0.68 -2.08
C -0.149281 -2.516891 -1.790415 0.94 0.49 0.52
C 0.836876 -3.108893 -2.557294 -0.11 0.43 0.26
C 2.125244 -2.609178 -2.523756 0.64 -0.05 0.12
C 2.403441 -1.484942 -1.758646 -0.18 0.71 0.20
C 1.367683 -0.828874 -1.067698 -0.36 -0.74 0.48
N 1.487089 0.358357 -0.332577 0.24 0.65 0.82
C 2.092894 1.407213 -0.892466 1.46 0.38 0.29
N 2.893470 2.290998 -0.216271 -2.35 -0.86 0.44
C 3.241729 2.137377 1.208307 -2.57 0.20 0.75
C 2.928709 3.639688 -0.724782 2.35 0.59 -0.34
N 1.936113 1.694612 -2.206662 -0.41 -0.66 0.09
C 0.645639 1.414441 -2.785344 -0.05 -0.83 -0.67
C 2.952949 1.773002 -3.226392 0.79 1.70 0.01
N -3.255699 -0.521754 -0.118595 0.68 1.27 -0.69
C -3.374535 0.634593 -0.993094 -0.46 0.99 -0.01
C -4.316226 -0.635656 0.847957 -0.10 -0.67 0.74
H -3.000436 -4.319219 -0.133948 0.09 -0.27 -0.22
H -4.014287 -2.992699 -0.681085 -0.23 0.15 -0.11
H -4.023386 -3.524088 1.024554 -0.10 0.21 0.10
H -0.595027 -3.787544 0.418288 -0.31 0.21 0.34
H -1.647022 -3.731729 1.887740 0.14 -0.10 -0.17
H -0.488343 -2.436342 1.596661 -0.63 -0.27 -0.59
H -1.133811 -2.864451 -1.856407 -1.34 -0.64 -0.16
H 0.557051 -3.919555 -3.190180 0.04 -0.52 -0.33
H 2.943090 -3.091558 -3.059686 -0.31 0.10 0.04
H 3.422392 -1.079440 -1.706569 -0.47 -0.11 -0.07
H 2.599518 1.422467 1.761141 0.02 0.31 -0.75
H 3.162018 3.076195 1.816251 0.25 -0.61 -1.07
H 4.176739 1.714030 1.239194 2.52 -0.57 0.40
H 3.364783 3.626821 -1.711893 0.00 0.12 -0.40
H 3.738169 4.095579 -0.133213 -0.73 0.53 -0.10
H 2.019257 4.229057 -0.803108 -0.32 -0.30 0.63
H -0.146999 1.431883 -2.062832 -0.18 0.25 0.43
H 0.608350 0.432644 -3.285418 0.13 0.25 -0.08
H 0.506924 2.205623 -3.497582 -0.48 0.24 -0.58
H 3.976865 1.724038 -2.871598 0.02 0.14 0.59
H 2.861848 2.728271 -3.807995 -0.03 -0.85 0.33
H 2.863577 0.929330 -3.867668 -0.34 -0.69 -0.80
H -3.901400 0.370408 -1.926449 0.46 0.10 0.20
H -2.423098 1.165968 -1.145370 -0.25 -0.56 -0.18
H -4.013656 1.378020 -0.483601 0.20 -0.32 -0.21
H -4.016533 -1.343402 1.625921 -0.26 0.05 -0.17
H -5.258829 -0.940684 0.398391 -0.05 -0.24 -0.08
H -4.516833 0.308577 1.348695 0.23 0.29 -0.09
I -0.915573 3.698688 5.366853 0.00 -0.97 -1.02
C -0.514604 1.914798 4.222316 -0.18 0.13 -0.08
C -0.107795 0.805997 4.922186 0.07 -1.14 0.27
C 0.327988 -0.317166 4.206418 1.32 -0.57 1.04
C 0.500525 -0.291364 2.854549 -0.66 0.07 -0.36
N -0.044053 0.710706 2.165715 -0.81 0.98 -0.59
C -0.601612 1.747458 2.821854 0.60 -0.26 1.08
H -0.157670 0.708814 6.010471 0.13 0.39 -0.38
H 0.742017 -1.182803 4.722693 -0.36 0.21 0.17
H 0.945854 -1.098662 2.268341 0.05 0.33 0.31
H -1.172109 2.438718 2.265327 -0.08 0.77 -0.93
H -0.549740 1.990407 -0.158669 0.08 -0.31 0.60
```
Forces are in eV/Å.

Output
F_max ... 2.759 eV Å⁻¹
E_tot ... -1515.5598 a.u.
Charge ... +1
E_LUMO ... -0.0917 hartree

These are the natural (NBO) partial charges, in e, on atoms 1 to 6:
1. Be 1.514
2. C -0.408
3. N -0.416
4. C -0.418
5. C 0.688
6. N -0.843



Entry 2:
This record from OMol25 describes C21H33Br2N3OPdSSi as an isolated structure. The level of theory is wB97M-V/def2-TZVPD.

```
63
Properties=species:S:1:pos:R:3:forces:R:3
Pd -0.655318 0.935042 -0.208516 0.40 -1.00 1.90
N -0.083281 -0.458881 1.434346 -0.52 0.73 -1.00
C 0.402163 -1.765298 1.241145 0.44 -0.39 -0.04
C 1.326666 -2.283403 2.149760 0.02 0.30 0.09
C 1.691002 -3.610613 2.089241 -0.11 -0.14 -0.10
C 1.155036 -4.422233 1.091490 0.07 0.09 0.08
C 0.290838 -3.888067 0.151240 -0.02 -0.09 0.00
C -0.092391 -2.550300 0.198406 -0.21 -0.07 0.31
C -0.912663 -1.981927 -0.881882 0.60 0.05 0.46
C -1.915970 -2.745753 -1.492543 0.27 0.02 -0.41
C -2.570867 -2.297214 -2.624480 -0.05 -0.01 -0.05
C -2.222470 -1.086640 -3.201764 0.17 -0.23 -0.09
C -1.237143 -0.304789 -2.606542 0.01 0.56 0.05
C -0.649271 -0.737010 -1.439299 -1.52 0.45 -0.36
H 0.347793 0.001477 2.231905 0.09 0.20 -0.18
H -1.119437 -0.416441 1.513903 -0.01 -0.04 0.20
H 1.718466 -1.648762 2.937079 -0.03 0.00 0.02
H 2.367045 -4.021355 2.825706 0.03 0.02 -0.02
H 1.434608 -5.465230 1.037262 -0.01 0.00 -0.03
H -0.069766 -4.515436 -0.652667 0.00 0.02 -0.02
H -2.182250 -3.699832 -1.057288 0.04 0.01 0.06
H -3.336619 -2.909908 -3.080379 -0.08 0.04 0.08
H -2.702523 -0.745327 -4.108638 0.08 -0.02 -0.05
H -0.951768 0.633902 -3.071452 -0.10 0.07 0.10
Br -2.131309 2.980690 -1.238987 0.08 -0.17 -0.12
C -1.924657 4.046628 0.368135 0.03 0.03 0.09
Br -0.982738 3.047211 1.719302 -0.04 0.37 0.23
H -2.908503 4.299714 0.744240 -0.04 -0.10 -0.05
H -1.341462 4.924001 0.119923 0.02 -0.04 -0.05
C 2.184238 0.517578 -3.063759 -0.05 0.04 -0.14
N 3.204910 1.019535 -2.148312 0.03 0.07 0.08
C 4.522513 0.408468 -2.343468 0.09 -0.11 0.02
C 2.920673 1.853701 -1.153959 -0.07 -0.77 -0.10
S 1.270454 2.277727 -0.769759 -0.65 -0.09 0.16
N 3.865812 2.476108 -0.444904 -0.11 0.13 -0.06
C 5.129233 2.945809 -1.028230 0.08 0.10 -0.07
C 3.594259 3.054612 0.874174 0.00 0.04 0.12
H 2.622211 0.430306 -4.056502 0.03 -0.02 0.01
H 1.344810 1.203423 -3.112560 0.05 0.04 -0.01
H 1.826507 -0.462579 -2.743080 0.05 0.01 0.01
H 4.375419 -0.637844 -2.606191 -0.05 0.00 0.04
H 5.110472 0.455990 -1.433194 -0.03 0.00 0.03
H 5.066316 0.885547 -3.158363 -0.01 0.02 0.01
H 5.126535 2.839607 -2.106807 -0.03 -0.01 -0.01
H 5.986105 2.423315 -0.604367 -0.03 -0.05 0.00
H 5.230268 4.005491 -0.794603 -0.04 0.00 0.00
H 2.829050 2.488464 1.393651 0.02 -0.03 -0.01
H 3.272892 4.093749 0.792966 0.02 0.00 -0.03
H 4.515849 3.018078 1.452426 0.03 -0.02 -0.04
C -2.673110 -0.454695 3.540512 0.37 0.19 -0.30
Si -3.495040 -0.090613 1.881952 -2.29 -1.03 0.23
C -5.013660 1.010103 2.098574 1.12 0.33 0.09
C -4.310015 -1.676517 1.209231 0.98 0.50 0.32
O -2.451775 0.442061 0.757278 1.72 0.30 -1.38
H -3.414166 -0.599615 4.326770 -0.08 0.01 -0.07
H -2.028485 0.373134 3.856988 -0.04 0.00 0.08
H -2.059320 -1.361593 3.513000 -0.03 -0.02 0.00
H -5.736797 0.489489 2.726044 -0.02 0.01 0.00
H -5.458258 1.224990 1.127095 -0.07 0.01 0.02
H -4.731074 1.948033 2.584532 -0.29 0.09 0.01
H -4.956413 -2.100366 1.977707 -0.05 -0.12 -0.09
H -3.523941 -2.389458 0.945126 -0.21 -0.23 -0.03
H -4.889681 -1.426281 0.321385 -0.05 -0.08 -0.02
```
Forces are in eV/Å.

Output
F_max ... 2.525 eV Å⁻¹
E_tot ... -7022.4974 a.u.
Charge ... +2
Energy relative to the best compared isomer or geometry (same formula, charge and spin) ... 412.3 kJ/mol
E_LUMO (spin up / spin down) ... -0.3331 / -0.3322 hartree

These are the natural (NBO) partial charges, in e, on atoms 1 to 6:
1. Pd 0.928
2. N -0.676
3. C 0.096
4. C -0.208
5. C -0.173
6. C -0.155



Entry 3:
This record from OMol25 describes C21H33Br2N3OPdSSi as an isolated structure. The level of theory is wB97M-V/def2-TZVPD.

```
63
Properties=species:S:1:pos:R:3:forces:R:3
Pd 0.228304 -0.213873 0.121231 -0.29 1.07 0.07
N 0.665491 1.032052 1.972995 0.08 -1.07 -1.18
C 2.056593 1.353675 1.992034 0.41 0.15 0.50
C 2.892484 0.815269 2.963495 -0.23 0.00 0.15
C 4.244221 1.109480 2.951417 0.01 0.09 -0.01
C 4.748491 1.978109 1.993097 -0.02 0.06 0.02
C 3.906717 2.515011 1.031787 0.07 -0.07 -0.05
C 2.558073 2.173706 0.995401 0.24 -0.03 -0.18
C 1.697366 2.553758 -0.135334 0.23 -0.44 0.40
C 1.792437 3.820363 -0.720917 -0.26 -0.02 -0.15
C 1.026533 4.156557 -1.823687 0.02 0.02 -0.05
C 0.157830 3.230368 -2.380018 0.13 0.15 0.18
C 0.043093 1.966803 -1.813427 -0.40 -0.57 -0.21
C 0.800882 1.662833 -0.708690 -0.16 -0.19 -0.29
H 0.383232 0.597575 2.847069 -0.20 -0.10 -0.12
H 0.084084 1.843826 1.779306 0.00 0.03 0.15
H 2.478998 0.179200 3.738801 0.01 0.00 0.00
H 4.901122 0.673112 3.690844 -0.02 0.03 0.04
H 5.800915 2.225446 1.986072 0.00 0.01 0.00
H 4.309069 3.164975 0.266055 0.01 -0.03 -0.02
H 2.455052 4.549386 -0.273134 0.03 -0.03 0.02
H 1.105782 5.144824 -2.255884 0.03 0.00 0.02
H -0.435216 3.480231 -3.248877 -0.01 -0.05 -0.02
H -0.623214 1.239432 -2.255445 0.05 0.08 0.02
Br -2.359198 0.669446 0.509730 -0.04 0.04 -0.18
C -2.831898 -1.205154 0.539021 -0.03 -0.07 0.02
Br -1.366615 -2.191425 1.313660 -0.15 -0.34 0.29
H -2.961410 -1.538112 -0.482933 0.08 0.09 -0.01
H -3.717123 -1.342783 1.147982 0.04 0.06 0.07
C 1.803638 -2.957211 3.155142 -0.05 0.05 0.05
N 1.839000 -3.688224 1.885566 0.06 0.12 0.03
C 2.159878 -5.112160 2.038323 0.13 -0.13 0.05
C 1.842271 -3.072087 0.702613 -0.19 -0.28 -0.43
S 2.247364 -1.365504 0.654722 -0.38 0.80 -0.28
N 1.621137 -3.718759 -0.433763 -0.22 0.25 0.06
C 0.743321 -4.889243 -0.521575 -0.07 -0.12 -0.04
C 1.981453 -3.121405 -1.727453 0.20 0.07 -0.19
H 1.337989 -3.595468 3.903339 0.00 -0.04 -0.03
H 1.216896 -2.049298 3.054043 0.00 -0.01 0.01
H 2.810338 -2.699655 3.487310 0.01 -0.03 -0.01
H 2.936778 -5.203135 2.797223 0.01 0.05 -0.01
H 2.539954 -5.526559 1.111278 0.01 0.03 -0.02
H 1.294042 -5.683089 2.372959 -0.04 0.04 -0.05
H 0.234729 -5.063671 0.420786 0.02 0.00 0.01
H 1.293810 -5.781420 -0.819053 0.04 0.01 0.04
H -0.005865 -4.682345 -1.283830 0.03 0.04 0.00
H 1.282268 -2.332585 -1.998978 -0.05 -0.08 0.04
H 1.954537 -3.904323 -2.480930 -0.01 -0.07 0.07
H 2.987495 -2.711160 -1.688602 0.02 -0.05 0.04
C -3.099300 -0.942569 -2.947157 0.39 -0.19 0.56
Si -1.250033 -1.358492 -2.967533 -0.45 0.05 -2.03
C -0.542075 -0.308557 -4.384146 -0.04 -0.16 0.85
C -1.092798 -3.145109 -3.560831 0.10 0.33 0.58
O -0.509802 -1.127279 -1.546815 0.96 0.35 1.88
H -3.438377 -0.787153 -3.971751 0.03 -0.02 -0.02
H -3.312531 -0.031448 -2.380746 -0.10 0.02 -0.07
H -3.686050 -1.767179 -2.530980 -0.12 0.08 -0.02
H -0.678950 -0.845552 -5.322616 0.02 0.05 -0.04
H 0.523458 -0.130037 -4.221429 0.02 0.08 -0.20
H -1.064555 0.647872 -4.451301 0.11 0.05 -0.13
H -1.835843 -3.321927 -4.339720 0.01 -0.01 -0.02
H -1.279381 -3.849472 -2.746568 -0.06 -0.11 -0.11
H -0.102632 -3.333971 -3.978428 -0.02 -0.07 -0.02
```
Forces are in eV/Å.

Output
F_max ... 2.144 eV Å⁻¹
E_tot ... -7022.5430 a.u.
Charge ... +2
Energy relative to the best compared isomer or geometry (same formula, charge and spin) ... 292.4 kJ/mol
E_LUMO ... -0.3326 hartree

These are the natural (NBO) partial charges, in e, on atoms 1 to 6:
1. Pd 0.925
2. N -0.746
3. C 0.190
4. C -0.236
5. C -0.181
6. C -0.173



Entry 4:
This record from OMol25 describes C21H33CoN2O2Si as an isolated structure. The level of theory is wB97M-V/def2-TZVPD.

```
60
Properties=species:S:1:pos:R:3:forces:R:3
Co -0.343218 -0.279019 0.314260 0.38 0.37 0.15
O -5.605974 0.749867 -3.659473 -0.23 0.01 0.10
C -4.338833 0.650491 -4.268902 0.20 0.05 -0.35
C -3.253073 0.680387 -3.228521 0.08 -0.05 0.04
C -1.923992 0.356589 -3.586282 -0.24 0.09 0.31
C -0.986328 0.252115 -2.591071 0.08 0.04 -0.77
N -1.245415 0.447308 -1.297406 -0.74 0.42 0.61
C -2.499482 0.903384 -0.946549 0.36 -0.29 -1.03
C -3.513664 0.993954 -1.919578 0.06 0.00 0.13
C -2.678040 1.257703 0.424636 0.03 0.21 1.21
C -3.758863 2.017584 0.906174 0.18 -0.16 -0.19
C -3.824147 2.391876 2.225932 0.29 -0.16 0.33
C -5.033140 3.121430 2.749697 0.08 0.24 0.07
O -6.199903 2.324476 2.673895 -0.22 -0.25 0.03
C -2.765557 2.010691 3.081540 -0.31 0.07 -0.45
C -1.742266 1.256427 2.560099 0.06 0.07 0.34
N -1.686812 0.856617 1.290974 -0.61 0.17 -0.83
H -6.286823 0.546767 -4.309505 0.12 0.06 0.07
H -4.189037 1.478948 -4.983440 0.04 -0.16 0.13
H -4.249385 -0.289160 -4.834044 0.03 0.11 0.07
H -1.665512 0.162697 -4.614801 0.13 -0.04 -0.10
H 0.041283 0.009625 -2.836335 -0.01 -0.14 0.04
H -4.515665 1.271289 -1.633520 -0.06 -0.03 0.03
H -4.545979 2.316150 0.231923 -0.09 0.05 -0.08
H -5.249686 4.001735 2.136370 0.09 -0.07 0.12
H -4.863141 3.451452 3.784289 0.07 0.02 -0.17
H -6.035311 1.497455 3.143390 -0.03 0.09 -0.07
H -2.760846 2.297306 4.121482 0.01 0.00 0.10
H -0.917452 0.946288 3.187371 0.07 -0.08 0.02
C -0.854358 -4.575899 0.133960 0.08 0.17 -0.12
C -0.291909 -3.292542 -0.501658 -0.04 -0.21 -0.03
C -1.018191 -3.060959 -1.830743 0.15 -0.01 0.27
C 1.214509 -3.478201 -0.765723 -0.25 0.08 0.07
C -0.465757 -2.167376 0.470575 -0.02 -0.55 0.24
H -0.689072 -5.425546 -0.524084 -0.02 -0.17 -0.12
H -1.922740 -4.466411 0.300207 -0.16 -0.05 0.05
H -0.380352 -4.789837 1.087944 0.10 0.00 0.14
H -0.928783 -3.938827 -2.469583 0.01 -0.07 -0.09
H -0.597643 -2.210538 -2.355957 0.05 0.09 -0.11
H -2.074165 -2.866879 -1.655007 -0.14 0.05 -0.02
H 1.379328 -4.320573 -1.434935 0.05 -0.12 -0.12
H 1.741433 -3.664569 0.167614 0.11 -0.02 0.07
H 1.625491 -2.579454 -1.221694 0.12 0.07 -0.05
H -0.182347 -2.518092 1.472998 -0.01 0.14 -0.01
C 0.920645 3.099350 0.847032 0.40 -0.51 -0.11
Si 2.180239 1.668104 0.766714 0.18 -0.33 0.33
C 2.976364 1.579987 -0.970213 -0.36 0.07 0.64
C 3.548346 2.044898 2.056662 -0.44 -0.01 -0.56
C 1.406665 -0.009090 1.200263 0.25 0.61 -0.30
H 1.396373 4.050554 0.631053 0.17 0.19 -0.06
H 0.476283 3.175121 1.834831 -0.07 -0.04 0.23
H 0.110917 2.967144 0.136588 -0.18 -0.07 -0.19
H 3.344489 2.549466 -1.287418 0.07 0.26 -0.04
H 2.265195 1.240089 -1.716812 -0.21 -0.06 -0.14
H 3.816321 0.893251 -0.983617 0.16 -0.19 0.08
H 4.056305 2.979584 1.843395 0.12 0.26 -0.08
H 4.299971 1.262340 2.080109 0.11 -0.21 -0.05
H 3.128608 2.123419 3.054662 -0.16 -0.01 0.19
H 1.216979 -0.076103 2.277163 -0.02 0.01 0.06
H 2.101786 -0.812544 0.949360 0.13 -0.02 -0.02
```
Forces are in eV/Å.

Output
F_max ... 1.224 eV Å⁻¹
Spin multiplicity ... 5
E_tot ... -2752.1454 a.u.
Charge ... 0
Energy relative to the best compared isomer or geometry (same formula, charge and spin) ... 63.5 kJ/mol
E_LUMO (spin up / spin down) ... -0.0259 / -0.0155 hartree

These are the natural (NBO) partial charges, in e, on atoms 1 to 6:
1. Co 1.249
2. O -0.718
3. C -0.083
4. C -0.014
5. C -0.279
6. C 0.061



Question: The lowest E_tot belongs to which entry?
Answer: number 3